Entry 1:
This record from OMol25 describes a molecular structure, C31H18BaClN5O4S4 in a non-equilibrium geometry. The level of theory is ωB97M-V/def2-TZVPD.

Positions of all 64 atoms, in Å:
Ba 0.166 0.860 0.448
O 2.145 -3.133 0.776
C 1.324 -2.297 1.121
N 1.499 -1.109 1.732
C 2.581 -0.808 2.486
O 3.347 -1.595 3.033
C 2.848 0.693 2.761
C 4.094 1.050 3.274
C 4.331 2.387 3.536
C 3.334 3.323 3.296
C 2.122 2.887 2.783
N 1.913 1.598 2.535
C -0.168 -2.622 0.809
C -0.470 -3.896 0.335
C -1.794 -4.246 0.147
C -2.786 -3.321 0.442
C -2.397 -2.068 0.892
N -1.125 -1.732 1.058
H 4.826 0.278 3.457
H 5.291 2.703 3.929
H 3.492 4.375 3.494
H 1.293 3.550 2.562
H 0.352 -4.569 0.134
H -2.055 -5.230 -0.223
H -3.835 -3.553 0.313
H -3.126 -1.293 1.109
Cl 5.448 -3.301 -3.407
C 4.455 -2.089 -2.634
C 5.055 -1.154 -1.785
C 4.293 -0.189 -1.186
C 2.879 -0.102 -1.378
O 2.206 0.820 -0.847
C 2.281 -1.101 -2.239
C 0.875 -1.226 -2.541
N -0.129 -0.616 -2.005
C -1.450 -0.917 -2.392
C -1.783 -1.951 -3.252
C -3.117 -2.265 -3.547
C -4.150 -1.559 -2.996
C -3.871 -0.481 -2.132
C -4.884 0.295 -1.525
C -4.555 1.343 -0.712
C -3.194 1.643 -0.502
N -2.248 0.920 -1.054
C -2.526 -0.136 -1.838
C 3.104 -2.063 -2.856
H 6.122 -1.204 -1.608
H 4.740 0.541 -0.524
H 0.714 -1.953 -3.345
H -1.016 -2.575 -3.685
H -3.319 -3.096 -4.214
H -5.183 -1.810 -3.210
H -5.921 0.041 -1.718
H -5.308 1.947 -0.224
H -2.873 2.480 0.109
H 2.656 -2.805 -3.506
O -3.381 7.515 2.963
C -2.820 6.497 2.603
S -1.799 6.368 1.176
C -1.398 4.641 1.274
C -1.949 3.969 2.316
S -1.827 2.298 2.807
S -2.976 4.934 3.394
S -0.354 4.108 -0.022

E = -104644.2121 eV
LUMO = 3.70 eV
Energy relative to the best compared isomer or geometry (same formula, charge and spin) = 30.0 kJ/mol
Strongest force on any atom = 0.0366 hartree/bohr
Net charge = -2
Orbital gap = 4.514 eV

***

Entry 2:
This record from OMol25 describes a molecular structure, InNO3 in a non-equilibrium geometry. The level of theory is ωB97M-V/def2-TZVPD.

Positions of all 5 atoms, in Å:
In -0.023 -2.161 -0.433
N 0.019 0.565 0.113
O -1.073 -0.053 0.275
O 0.953 -0.160 -0.127
O 0.124 1.809 0.173

E = -12774.8453 eV
LUMO = -17.70 eV
Energy relative to the best compared isomer or geometry (same formula, charge and spin) = 181.9 kJ/mol
Strongest force on any atom = 0.1351 hartree/bohr
Net charge = +2
Orbital gap = 4.579 eV

***

Entry 3:
This record from OMol25 describes 13 unconnected molecules or ions with the total composition C5H38N2O13 in a non-equilibrium geometry. The level of theory is ωB97M-V/def2-TZVPD.

Positions of all 58 atoms, in Å:
C 0.506 0.510 0.555
N -0.467 0.266 -0.539
C 0.021 0.022 -1.944
O -1.125 0.189 -2.782
C 0.233 1.874 1.290
C -0.354 1.727 2.677
C 0.621 1.765 3.810
N 1.456 2.696 1.239
H 0.487 -0.377 1.221
H 1.495 0.548 0.165
H -0.983 -0.602 -0.343
H 0.761 0.739 -2.212
H 0.407 -0.996 -1.992
H -1.875 -0.413 -2.595
H -0.463 2.398 0.619
H -1.299 2.303 2.789
H -0.892 0.765 2.699
H 0.867 2.787 4.156
H 0.371 1.216 4.725
H 1.606 1.408 3.500
H 2.223 2.419 1.840
H 1.122 3.614 1.539
H 1.808 -3.172 -1.466
H 1.375 -3.764 -2.797
O 1.026 -3.283 -2.027
H 1.364 -2.131 2.526
H 2.629 -1.458 1.885
O 2.311 -2.241 2.338
H -1.803 1.728 -2.280
H -2.718 2.898 -2.925
O -2.193 2.619 -2.175
H -2.210 0.050 1.537
H -3.356 -0.242 2.509
O -2.515 -0.580 2.198
H -2.430 -2.239 -1.851
H -3.937 -1.953 -2.260
O -3.031 -1.651 -2.319
H 2.653 -3.751 0.796
H 1.053 -3.664 0.394
O 1.968 -3.726 0.129
H 0.354 4.039 -1.006
H -0.520 3.189 -1.915
O 0.315 3.683 -1.931
H 2.302 2.158 -0.699
H 2.229 2.600 -2.026
O 2.580 1.813 -1.563
H 2.893 0.103 -1.114
H 3.797 -1.134 -1.540
O 3.200 -0.786 -0.870
H -0.963 -2.849 0.448
H -0.357 -2.947 -0.920
O -1.117 -2.547 -0.459
H -0.896 -3.359 2.945
H -1.472 -2.091 2.534
O -0.658 -2.615 2.381
H -2.739 2.756 0.076
H -2.080 1.428 -0.364
O -2.520 1.882 0.400

E = -35399.6703 eV
LUMO = 0.23 eV
Energy relative to the best compared isomer or geometry (same formula, charge and spin) = 260.8 kJ/mol
Strongest force on any atom = 0.0527 hartree/bohr
Orbital gap = 8.992 eV

***

Entry 4:
This record from OMol25 describes 17 unconnected molecules or ions with the total composition C20H74N16O17 in a non-equilibrium geometry. The level of theory is ωB97M-V/def2-TZVPD.

Positions of all 127 atoms, in Å:
C 1.452 1.084 -0.618
C 0.404 -0.043 -0.783
O 0.291 -0.793 0.377
H 1.805 1.416 -1.636
H 2.320 0.661 -0.086
H 1.074 1.872 0.057
H 0.639 -0.742 -1.564
H -0.576 0.428 -1.091
H -0.664 -0.942 0.613
C -0.523 2.007 2.489
C -1.388 2.513 3.600
O -2.737 2.283 3.193
H -0.465 0.944 2.334
H 0.452 2.393 2.640
H -0.866 2.411 1.524
H -1.268 3.566 3.715
H -1.256 1.923 4.522
H -3.378 2.606 3.910
C 0.652 4.756 0.996
C 1.257 5.569 -0.173
O 1.531 4.669 -1.219
H 0.190 5.456 1.736
H 1.487 4.222 1.445
H -0.174 4.053 0.724
H 2.163 6.063 0.087
H 0.545 6.271 -0.573
H 0.757 4.076 -1.344
C -3.601 -4.588 1.261
O -3.644 -5.936 0.973
N -2.724 -3.692 0.939
N -4.516 -3.919 1.950
H -1.893 -4.081 0.410
H -2.710 -2.654 0.887
H -5.400 -4.437 2.116
H -4.243 -3.045 2.411
C -3.436 -0.071 -0.061
O -2.604 -1.103 0.429
N -4.408 -0.320 -0.877
N -3.284 1.197 0.083
H -4.644 -1.339 -1.078
H -5.066 0.346 -1.384
H -2.562 1.340 0.781
H -4.099 1.851 0.014
C -0.833 -3.030 3.703
O -0.516 -2.063 2.820
N -1.860 -3.817 3.560
N -0.423 -3.023 4.919
H -2.264 -3.621 2.584
H -1.701 -4.875 3.624
H 0.390 -2.399 5.153
H -0.896 -3.554 5.692
C 4.035 3.499 2.829
O 4.503 4.630 2.152
N 3.388 2.565 2.134
N 4.157 3.214 4.062
H 3.396 2.754 1.126
H 2.999 1.672 2.473
H 4.748 3.803 4.674
H 3.819 2.315 4.475
C -3.897 -0.793 3.909
O -4.912 0.038 4.368
N -2.787 -0.315 3.460
N -3.912 -2.115 4.125
H -2.770 0.640 3.167
H -1.991 -0.950 3.291
H -4.800 -2.366 4.560
H -3.134 -2.800 4.043
C 2.204 -3.844 -3.464
O 1.520 -4.970 -3.008
N 2.199 -3.564 -4.736
N 2.682 -2.901 -2.635
H 1.952 -4.326 -5.433
H 2.691 -2.824 -5.245
H 2.541 -3.041 -1.607
H 3.014 -1.947 -2.832
C -1.473 2.567 -2.549
O -0.526 2.996 -1.538
N -1.226 2.768 -3.785
N -2.583 1.948 -2.329
H -0.459 3.492 -3.877
H -1.982 2.827 -4.468
H -2.871 1.714 -1.314
H -3.092 1.385 -3.021
C -3.302 -1.528 -4.171
O -2.436 -2.114 -5.040
N -4.575 -1.842 -4.043
N -2.994 -0.709 -3.233
H -4.835 -2.518 -4.816
H -5.337 -1.195 -3.873
H -1.921 -0.550 -3.178
H -3.558 -0.442 -2.371
C 4.749 -0.399 -1.560
O 4.183 -0.480 -2.794
H 4.633 -1.283 -0.953
H 4.358 0.383 -0.927
H 5.821 -0.230 -1.715
H 4.706 0.076 -3.385
C -0.798 -3.384 -1.947
O -0.834 -4.465 -1.057
H -1.599 -2.660 -1.677
H -1.052 -3.727 -2.910
H 0.158 -2.848 -1.935
H -0.190 -5.081 -1.396
C 1.975 -3.750 1.034
O 2.067 -2.771 0.015
H 1.261 -4.495 0.609
H 1.480 -3.396 1.969
H 2.863 -4.373 1.204
H 1.426 -2.095 0.278
C 4.190 3.157 -1.930
O 3.650 3.217 -0.584
H 3.954 2.243 -2.468
H 5.243 3.270 -1.835
H 3.815 4.055 -2.521
H 2.839 3.751 -0.660
C 3.102 -0.855 2.519
O 1.874 -0.276 2.953
H 3.320 -0.718 1.407
H 2.954 -1.921 2.633
H 3.987 -0.631 3.134
H 1.176 -0.767 2.439
C 1.593 3.224 -4.390
O 0.899 4.424 -4.085
H 2.645 3.246 -4.119
H 1.531 2.938 -5.456
H 1.234 2.435 -3.768
H 1.522 5.125 -4.186

E = -80584.3601 eV
LUMO = -0.85 eV
Energy relative to the best compared isomer or geometry (same formula, charge and spin) = 207.3 kJ/mol
Strongest force on any atom = 0.1697 hartree/bohr
Orbital gap = 7.594 eV

***

Entry 5:
This record from OMol25 describes a single C2H3FO2 molecule in a non-equilibrium geometry. The level of theory is ωB97M-V/def2-TZVPD.

Positions of all 8 atoms, in Å:
F 2.226 0.792 0.039
C -0.598 0.548 -0.490
C 0.347 -0.451 0.108
O 1.634 -0.402 -0.454
O -1.669 0.554 0.226
H 0.000 -1.466 -0.162
H 0.399 -0.398 1.210
H -2.339 0.823 -0.477

E = -8928.4679 eV
LUMO = 0.51 eV
Energy relative to the best compared isomer or geometry (same formula, charge and spin) = 629.8 kJ/mol
Strongest force on any atom = 0.0534 hartree/bohr
Orbital gap = 9.479 eV

***

Entry 6:
This record from OMol25 describes 2 unconnected molecules or ions with the total composition C9H14O in a non-equilibrium geometry. The level of theory is ωB97M-V/def2-TZVPD.

Positions of all 24 atoms, in Å:
C -3.203 0.267 -0.348
C -1.809 -0.220 -0.515
C -0.878 0.478 -1.282
C 0.420 0.029 -1.428
C 0.779 -1.224 -0.911
O 2.053 -1.644 -1.153
C -0.211 -2.019 -0.363
C -1.442 -1.467 -0.015
H -3.621 0.294 0.672
H -3.994 -0.379 -0.748
H -3.411 1.265 -0.738
H -1.105 1.497 -1.577
H 1.254 0.607 -1.806
H 2.132 -2.604 -1.107
H -0.025 -3.017 0.025
H -2.096 -1.974 0.683
C 2.209 1.921 2.867
C 1.397 2.773 1.882
H 1.740 0.938 2.974
H 3.239 1.864 2.552
H 2.127 2.275 3.899
H 1.682 2.488 0.872
H 1.674 3.817 1.989
H 0.334 2.643 2.076

E = -11607.0214 eV
SMILES = Cc1ccc(O)cc1.CC
LUMO = 0.83 eV
Energy relative to the best compared isomer or geometry (same formula, charge and spin) = 59.4 kJ/mol
Strongest force on any atom = 0.0399 hartree/bohr
Orbital gap = 9.188 eV

***

Entry 7:
This record from OMol25 describes 2 unconnected molecules or ions with the total composition C5H6F2O in a non-equilibrium geometry. The level of theory is ωB97M-V/def2-TZVPD.

Positions of all 14 atoms, in Å:
O -1.987 1.539 0.184
C -1.601 0.333 -0.174
C -1.713 -0.764 0.536
F -1.293 -1.939 0.042
F -2.264 -0.882 1.797
H -2.034 1.762 1.212
H -1.236 0.416 -1.160
C 1.495 1.370 -1.160
C 1.600 0.402 -0.476
C 1.829 -0.892 0.096
H 1.469 2.262 -1.683
H 2.484 -1.483 -0.588
H 0.828 -1.402 0.391
H 2.423 -0.722 0.985

E = -12760.8896 eV
SMILES = OC=C(F)F.C#CC
LUMO = 0.62 eV
Energy relative to the best compared isomer or geometry (same formula, charge and spin) = 301.2 kJ/mol
Strongest force on any atom = 0.1015 hartree/bohr
Orbital gap = 9.670 eV

***

Entry 8:
This record from OMol25 describes a single C3H9N3 molecule in a non-equilibrium geometry. The level of theory is ωB97M-V/def2-TZVPD.

Positions of all 15 atoms, in Å:
C 0.329 1.306 1.140
N 1.467 0.595 0.602
N 1.317 -0.762 0.179
C 0.162 -1.596 0.450
N 1.383 0.300 -0.749
C 0.185 0.557 -1.472
H 0.395 1.632 2.221
H 0.209 2.253 0.585
H -0.610 0.846 1.114
H 0.312 -1.852 1.538
H -0.836 -1.173 0.132
H 0.258 -2.579 0.074
H 0.228 1.655 -1.741
H 0.183 -0.204 -2.339
H -0.770 0.456 -0.922

E = -7722.0884 eV
SMILES = Cn1n(C)n1C
LUMO = 0.90 eV
Energy relative to the best compared isomer or geometry (same formula, charge and spin) = 529.3 kJ/mol
Strongest force on any atom = 0.0511 hartree/bohr
Orbital gap = 9.412 eV

***

Entry 9:
This record from OMol25 describes 2 unconnected molecules or ions with the total composition C5H16NO2. The level of theory is ωB97M-V/def2-TZVPD.

Positions of all 24 atoms, in Å:
C 2.148 0.817 2.833
N 0.803 1.055 2.220
H 2.936 1.289 2.224
H 2.353 -0.265 2.897
H 2.186 1.243 3.850
H 0.605 2.074 2.157
H 0.762 0.655 1.261
H 0.056 0.611 2.791
O 0.394 3.921 1.901
O 0.752 0.077 -0.528
C 0.937 4.248 0.619
C -0.061 0.998 -1.261
C 1.105 2.960 -0.163
C -0.221 2.252 -0.424
H 0.299 4.752 2.411
H 0.844 -0.738 -1.064
H 1.915 4.756 0.728
H 0.260 4.936 0.076
H -1.053 0.556 -1.476
H 0.413 1.247 -2.230
H 1.591 3.204 -1.127
H 1.783 2.286 0.396
H -0.695 1.983 0.540
H -0.909 2.935 -0.957

E = -11023.4614 eV
LUMO = -2.80 eV
Energy relative to the best compared isomer or geometry (same formula, charge and spin) = 40.4 kJ/mol
Strongest force on any atom = 0.0170 hartree/bohr
Net charge = +1
Orbital gap = 11.459 eV

***

Entry 10:
This record from OMol25 describes 4 unconnected molecules or ions with the total composition C37H47F3N2O14PSSi in a non-equilibrium geometry. The level of theory is ωB97M-V/def2-TZVPD.

Positions of all 106 atoms, in Å:
C -0.117 -5.756 -1.133
C -1.171 -5.224 -0.889
C -2.414 -4.515 -0.360
C -2.053 -3.020 -0.253
C -2.263 -2.210 -1.417
C -2.778 -2.841 -2.724
O -4.202 -2.689 -2.845
N -4.814 -3.962 -3.004
O -4.933 -4.234 -4.126
C -1.966 -0.788 -1.293
C -2.212 0.064 -2.556
C -3.524 0.910 -2.457
O -4.694 0.077 -2.622
C -5.727 0.698 -1.937
O -6.676 0.097 -1.527
C -1.456 -0.245 -0.093
C -1.136 1.251 0.097
F -1.530 2.065 -0.928
F -1.904 1.718 1.176
C 0.411 1.561 0.297
C 1.074 2.167 -0.976
Si 2.967 2.295 -0.615
C 3.957 2.830 -2.121
C 3.220 3.580 0.783
C 3.710 0.676 0.024
C 3.865 0.457 1.433
C 4.466 -0.758 1.882
C 4.917 -1.773 1.008
C 4.738 -1.548 -0.391
C 4.151 -0.347 -0.868
N -1.222 -1.086 0.980
P -0.510 -0.551 2.541
S 1.221 -1.340 2.888
C -1.520 -2.417 0.931
C -1.287 -3.393 2.104
C 0.035 -4.183 1.793
O 0.353 -5.181 2.332
F 0.818 -3.662 0.792
H 0.941 -5.991 -1.236
H -2.780 -4.981 0.571
H -3.202 -4.718 -1.116
H -2.568 -3.934 -2.778
H -2.277 -2.428 -3.627
H -1.323 0.721 -2.674
H -2.287 -0.506 -3.497
H -3.595 1.372 -1.449
H -3.520 1.752 -3.183
H -5.711 1.797 -1.715
H 0.883 0.566 0.498
H 0.548 2.163 1.219
H 0.733 3.217 -1.074
H 0.913 1.540 -1.873
H 3.924 2.053 -2.924
H 5.041 2.959 -1.891
H 3.621 3.811 -2.548
H 2.569 3.356 1.658
H 4.275 3.465 1.120
H 3.065 4.619 0.431
H 3.550 1.184 2.195
H 4.560 -0.885 2.977
H 5.376 -2.713 1.375
H 5.060 -2.355 -1.067
H 4.062 -0.266 -1.966
H -1.449 -0.951 3.527
H -0.353 0.841 2.626
H -2.063 -4.185 2.159
H -1.271 -2.942 3.108
C -6.821 3.469 3.599
C -6.858 3.205 2.112
C -5.504 2.916 1.515
O -5.650 3.391 0.175
C -6.597 4.378 0.208
O -6.804 5.132 -0.682
O -7.255 4.380 1.394
H -7.834 3.566 3.992
H -6.320 2.660 4.133
H -6.311 4.410 3.815
H -7.572 2.408 1.884
H -5.265 1.853 1.525
H -4.691 3.469 1.995
C -1.174 5.497 -2.820
C 0.114 6.265 -3.011
C 0.403 6.619 -4.446
O 1.831 6.654 -4.474
C 2.267 5.815 -3.502
O 3.389 5.436 -3.390
O 1.249 5.454 -2.673
H -1.382 5.362 -1.757
H -2.017 6.021 -3.272
H -1.098 4.498 -3.255
H 0.127 7.152 -2.372
H -0.013 7.585 -4.728
H 0.058 5.863 -5.157
C 6.519 -7.703 4.163
C 6.892 -6.409 3.478
C 6.109 -5.219 3.965
O 6.081 -4.369 2.814
C 6.179 -5.195 1.724
O 5.968 -4.861 0.604
O 6.542 -6.447 2.091
H 7.188 -8.505 3.848
H 6.582 -7.609 5.248
H 5.509 -8.011 3.888
H 7.969 -6.234 3.554
H 6.595 -4.718 4.801
H 5.080 -5.461 4.245

E = -106919.1239 eV
LUMO = -4.85 eV
Energy relative to the best compared isomer or geometry (same formula, charge and spin) = 64.4 kJ/mol
Strongest force on any atom = 0.0622 hartree/bohr
Net charge = +1
Orbital gap = 5.945 eV

***

| no. | HOMO (eV) |
| --- | --- |
| 1 | -0.82 |
| 2 | -22.28 |
| 3 | -8.76 |
| 4 | -8.45 |
| 5 | -8.96 |
| 6 | -8.35 |
| 7 | -9.05 |
| 8 | -8.52 |
| 9 | -14.26 |
| 10 | -10.80 |